# 1
{
  "formula": "C10H27N2NbO7PS",
  "method": "ωB97M-V/def2-TZVPD",
  "species": ["Nb", "S", "P", "O", "O", "O", "O", "O", "O", "O", "N", "N", "C", "C", "C", "C", "C", "C", "C", "C", "C", "C", "H", "H", "H", "H", "H", "H", "H", "H", "H", "H", "H", "H", "H", "H", "H", "H", "H", "H", "H", "H", "H", "H", "H", "H", "H", "H", "H"],
  "xyz": [[1.210, 1.309, -1.487], [-1.196, -1.391, -0.280], [0.068, -1.016, -1.756], [-4.660, -2.668, 4.494], [1.201, -2.313, -1.752], [-0.902, -1.111, -3.195], [2.163, 1.996, -5.876], [-3.975, -0.879, 3.272], [3.705, -1.392, -0.018], [-4.420, -2.901, 2.347], [4.659, 0.206, 1.410], [4.141, 3.155, -2.977], [3.661, 2.096, -3.931], [3.491, -0.532, 0.880], [2.181, 2.411, -4.457], [1.985, -0.282, 1.324], [-4.635, -1.866, 5.681], [1.006, 1.585, -3.737], [-4.310, -2.033, 3.363], [-5.849, -0.961, 5.755], [-4.163, -2.329, 1.062], [1.339, 1.085, 0.775], [-5.870, -0.422, 6.705], [0.271, 1.118, 1.180], [5.246, -0.528, 1.842], [3.813, 1.043, -3.542], [-3.198, -1.820, 1.035], [5.205, 0.518, 0.584], [-0.489, 2.005, -1.315], [0.039, 2.182, -3.919], [-3.702, -1.300, 5.742], [-5.848, -0.230, 4.945], [-4.144, -3.139, 0.333], [3.649, 4.041, -3.175], [-4.646, -2.560, 6.525], [1.895, 2.992, -1.290], [0.918, 0.561, -4.242], [1.931, 1.973, 1.209], [-4.967, -1.640, 0.795], [1.263, -2.579, -0.812], [2.013, -0.182, 2.473], [2.589, 1.110, -5.909], [1.382, -1.216, 1.109], [4.349, 2.196, -4.852], [4.003, 2.867, -2.004], [1.956, 3.537, -4.492], [-6.769, -1.543, 5.657], [-0.436, -1.690, -3.843], [2.844, 0.537, -1.637]],
  "e_tot_ev": -49790.5534,
  "charge": -1,
  "e_homo_ev": -4.970,
  "homo_lumo_gap_ev": 6.30
}


# 2
{
  "formula": "C4H13N2OS",
  "method": "ωB97M-V/def2-TZVPD",
  "species": ["S", "O", "N", "N", "C", "C", "C", "C", "H", "H", "H", "H", "H", "H", "H", "H", "H", "H", "H", "H", "H"],
  "xyz": [[0.026, 0.450, -2.211], [0.966, -2.735, -2.295], [-2.164, 2.133, 0.576], [-1.102, -0.318, 0.877], [1.444, -0.560, 0.247], [-1.902, 0.803, 1.372], [1.508, 0.461, -0.990], [0.334, -0.246, 1.238], [0.368, -0.920, 2.162], [2.472, -0.520, 0.707], [2.353, 0.195, -1.709], [-1.317, 2.221, -0.025], [0.720, 0.747, 1.597], [-2.784, 0.216, 1.481], [-1.315, -0.482, -0.095], [1.817, -2.331, -2.248], [1.396, 1.535, -0.740], [-1.594, 1.097, 2.442], [-2.836, 1.791, -0.065], [1.358, -1.562, -0.180], [0.249, -1.977, -2.143]],
  "e_tot_ev": -20221.4687,
  "charge": -1,
  "relative_energy_ev": 1.464,
  "e_homo_ev": -3.034,
  "homo_lumo_gap_ev": 6.99
}


# 3
{
  "formula": "C2H3N2O2",
  "method": "ωB97M-V/def2-TZVPD",
  "species": ["O", "O", "N", "N", "C", "C", "H", "H", "H"],
  "xyz": [[2.069, 2.223, 0.088], [1.083, -1.087, 0.232], [0.870, 0.248, 0.378], [-1.487, -0.453, -0.071], [1.607, 1.201, 0.185], [-0.925, 0.543, 0.214], [-0.947, 1.574, 0.399], [1.746, -1.396, 1.036], [-1.819, -1.408, -0.235]],
  "s_squared": 2.013,
  "e_tot_ev": -9181.3978,
  "charge": 1,
  "relative_energy_ev": 4.412,
  "spin_multiplicity": 3,
  "e_homo_ev": [-11.777, -16.223],
  "homo_lumo_gap_ev": [7.60, 7.01]
}


# 4
{
  "formula": "CH5N3O3",
  "method": "ωB97M-V/def2-TZVPD",
  "species": ["O", "O", "O", "N", "N", "N", "C", "H", "H", "H", "H", "H"],
  "xyz": [[1.798, -0.258, 1.124], [-0.753, -1.487, 0.734], [1.359, 0.638, -0.899], [-0.804, 0.563, -0.240], [-0.254, -0.434, 0.248], [-2.157, 0.731, -0.047], [1.173, -0.407, -0.082], [2.646, -0.620, 1.116], [0.803, 1.411, -0.496], [-2.534, 1.440, -0.664], [1.368, -1.324, -0.601], [-2.644, -0.253, -0.193]],
  "e_tot_ev": -11727.0290,
  "relative_energy_ev": 1.704,
  "e_homo_ev": -9.210,
  "homo_lumo_gap_ev": 9.90,
  "smiles": "N/N=[N+](\\[O-])C(O)O"
}